[1]
This record from OMol25 describes a molecular structure, C10H10F3NReS2SbSe4 in a non-equilibrium geometry. The level of theory is ωB97M-V/def2-TZVPD.

Geometry (Å):
Re  -0.8162  0.1729  -0.0655
C  -2.0471  -1.7394  3.7093
C  -2.0799  -1.2838  2.2890
S  -1.5020  0.3616  2.0351
C  -2.5162  -1.9890  1.2330
C  -3.0450  -3.3790  1.2305
S  -2.4736  -1.2373  -0.3472
H  -1.5386  -1.0004  4.3322
H  -1.5196  -2.6945  3.7913
H  -3.0623  -1.8700  4.0889
H  -3.1607  -3.7448  2.2482
H  -2.3547  -4.0425  0.6965
H  -4.0122  -3.4149  0.7236
F  5.1359  -0.7924  -2.8740
C  5.0438  0.2803  -2.0532
F  5.9794  0.1048  -1.1085
F  5.4299  1.3369  -2.7881
C  3.6716  0.4277  -1.4943
C  2.5923  0.6401  -2.3673
C  1.3344  0.7140  -1.8521
N  1.0547  0.5403  -0.5089
C  2.1275  0.4005  0.3246
C  3.4183  0.3363  -0.1229
H  2.7371  0.7472  -3.4312
H  0.4699  0.9072  -2.5044
H  1.8982  0.3398  1.3864
H  4.2195  0.2080  0.5886
Se  -2.7925  4.1360  -3.7826
Sb  -2.9632  3.8322  -1.3757
Se  -1.9315  1.8230  -0.6087
Se  -5.3179  4.0039  -0.8857
Se  -1.9800  5.8761  -0.5074

Output
Energy above the lowest of the compared OMol25 structures with the same formula, charge and spin (kcal per mole): 91.5
Orbital gap (spin up / spin down) (hartree): 0.13162 / 0.13804
Multiplicity: 2
M (g/mol): 889.13
HOMO energy (spin up / spin down) (hartree): -0.1359 / -0.1356
Net charge: -1

Taken from the Löwdin analysis, the atomic charges in e are: 0.34 -0.13 -0.74 0.58 -0.77 -0.13 0.56 0.05 0.08 0.08 0.07 0.08 0.08 0.14 -0.59 0.14 0.15 -0.10 0.02 -0.10 -0.21 -0.10 0.01 0.13 0.12 0.12 0.12 -0.23 -0.51 0.21 -0.24 -0.21


[2]
This record from OMol25 describes a molecular structure, C5H13N3O in a non-equilibrium geometry. The level of theory is ωB97M-V/def2-TZVPD.

Geometry (Å):
C  -2.1238  0.8882  0.1427
C  1.6054  -0.3903  -0.4022
C  2.0949  -1.3472  0.6762
C  2.4420  0.9195  -0.4246
N  -0.6884  0.5502  -0.0182
C  -0.2908  -0.6335  -0.3927
N  -2.8061  0.0958  1.1556
N  -2.7734  0.8196  -1.1514
O  -0.6783  -1.7320  -0.6450
H  0.5916  0.5719  -0.0023
H  -2.1345  1.9267  0.4785
H  1.7126  -0.8416  -1.3902
H  -2.7055  -0.1206  -1.5300
H  -2.7722  -0.8906  0.9138
H  -2.3699  0.2123  2.0645
H  -3.7585  1.0349  -1.0412
H  2.0795  1.6169  -1.1814
H  2.4204  1.4255  0.5436
H  1.9299  -0.9239  1.6703
H  1.5780  -2.3049  0.6174
H  3.1648  -1.5454  0.5672
H  3.4823  0.6690  -0.6505

Output
Energy above the lowest of the compared OMol25 structures with the same formula, charge and spin (kcal per mole): 86.9
Orbital gap (hartree): 0.36285
Multiplicity: 1
M (g/mol): 131.18
HOMO energy (hartree): -0.3311

Taken from the Löwdin analysis, the atomic charges in e are: -0.48 -0.33 -0.10 -0.09 0.08 -0.47 0.05 0.06 0.11 0.16 0.13 0.12 0.07 0.07 0.07 0.07 0.08 0.08 0.08 0.07 0.08 0.08


[3]
This record from OMol25 describes 5 unconnected molecules or ions with the total composition C35H39Cl3F32N2O9P in a non-equilibrium geometry. The level of theory is ωB97M-V/def2-TZVPD.

Geometry (Å):
C  1.6522  -0.7731  0.7367
C  2.2350  -0.4058  -0.7156
O  2.6481  -1.6373  -1.4072
C  1.1696  0.3628  -1.6601
O  0.7333  1.6554  -1.1106
C  -0.6649  1.7687  -1.3920
C  -1.6749  1.6421  -0.1945
N  -3.1227  1.7004  -0.3751
P  -4.1214  1.4940  1.1014
N  -3.0812  1.6516  2.5527
O  -5.2612  2.7692  1.2596
C  -3.6822  1.8780  -1.7143
C  -5.2598  1.9065  -1.9645
C  -5.8921  3.3847  -2.0629
C  -7.4137  3.2572  -1.4896
Cl  -4.9177  4.6954  -1.2301
C  -2.7740  2.0383  -2.9904
Cl  -3.5245  2.2582  -4.6520
C  -1.2313  1.9775  -2.8502
C  -0.2436  2.1199  -4.1012
O  -0.4969  1.7591  -5.2664
O  1.0319  2.7049  -3.8403
C  0.9896  4.1580  -3.9537
C  1.5108  4.9512  -2.6573
C  2.5356  4.1325  -1.7277
Cl  4.0203  5.1729  -1.3184
H  2.1149  -0.1755  1.5994
H  0.5069  -0.7065  0.8188
H  1.9162  -1.8883  0.9368
H  3.1604  0.2584  -0.5428
H  1.8793  -1.8825  -1.9790
H  1.6834  0.5656  -2.6765
H  0.2632  -0.3001  -1.8982
H  -1.1784  1.4941  0.8336
H  -2.4708  2.4836  2.3761
H  -3.6666  1.9166  3.3687
H  -5.6973  2.6936  2.1457
H  -5.7979  1.3150  -1.1458
H  -5.5078  1.3817  -2.9661
H  -6.0265  3.7153  -3.1609
H  -8.0154  4.2157  -1.6220
H  -7.8730  2.3626  -2.0656
H  -7.3620  2.9067  -0.3871
H  1.5072  4.5732  -4.8914
H  -0.1293  4.4411  -4.0779
H  0.6322  5.3015  -2.0035
H  2.0897  5.8740  -3.0466
H  2.8874  3.1368  -2.1550
H  2.0047  3.9351  -0.7296
C  -6.2634  8.8732  -2.4803
C  -7.5816  8.1107  -2.7249
C  -7.5686  7.1603  -3.9242
F  -7.3523  7.8047  -5.0846
F  -8.7684  6.5371  -4.0525
F  -8.6005  8.9969  -2.8080
F  -7.8291  7.3651  -1.6028
O  -6.1997  10.2115  -2.9889
C  -5.8280  10.3702  -4.3449
C  -6.9430  10.9909  -5.1924
F  -8.0640  10.2372  -5.1679
F  -6.5642  11.0847  -6.4897
F  -5.3872  9.1941  -4.8321
F  -4.7559  11.1954  -4.3393
H  -6.1755  8.9960  -1.3964
H  -5.3832  8.2879  -2.7602
H  -6.8049  6.3859  -3.8063
H  -7.1998  11.9891  -4.8310
C  1.6447  -4.9706  -5.7317
C  1.5275  -3.7831  -4.7543
C  1.9677  -2.4230  -5.2976
F  3.2657  -2.4012  -5.6442
F  1.8109  -1.4623  -4.3456
F  2.1825  -4.0848  -3.6072
F  0.2056  -3.6793  -4.4136
O  2.8042  -5.8027  -5.6041
C  3.9771  -5.3837  -6.2764
C  5.1256  -5.0662  -5.3137
F  4.7888  -4.0883  -4.4433
F  6.2129  -4.6274  -5.9915
F  3.6826  -4.3613  -7.1017
F  4.3331  -6.4154  -7.0749
H  0.8137  -5.6412  -5.4921
H  1.4684  -4.6761  -6.7698
H  1.3702  -2.1320  -6.1658
H  5.4077  -5.9493  -4.7361
C  0.2232  -6.0355  3.3447
C  1.1117  -6.6916  4.4215
C  1.4854  -5.8058  5.6114
F  2.2005  -4.7242  5.2456
F  2.2597  -6.4947  6.4876
F  2.2158  -7.2071  3.8317
F  0.4153  -7.7606  4.9100
O  0.8861  -5.5281  2.1775
C  1.4220  -4.2225  2.2544
C  2.9481  -4.2010  2.1091
F  3.5480  -4.9388  3.0667
F  3.4264  -2.9383  2.2334
F  0.9899  -3.6258  3.3816
F  0.8574  -3.5322  1.2288
H  -0.4173  -6.8329  2.9558
H  -0.4733  -5.3055  3.7657
H  0.5944  -5.4693  6.1486
H  3.2545  -4.5956  1.1376
C  4.9392  -5.9704  9.0768
C  4.7823  -4.8721  10.1483
C  5.2250  -3.4670  9.7361
F  6.5343  -3.4067  9.4300
F  5.0321  -2.5932  10.7570
F  5.4070  -5.2663  11.2830
F  3.4512  -4.8088  10.4570
O  6.1051  -6.8001  9.1700
C  7.2929  -6.3150  8.5744
C  8.4070  -6.0708  9.5970
F  8.0328  -5.1745  10.5358
F  9.5107  -5.5661  8.9939
F  7.0130  -5.2286  7.8298
F  7.6862  -7.2725  7.7021
H  4.1090  -6.6662  9.2321
H  4.7903  -5.5896  8.0627
H  4.6492  -3.1083  8.8783
H  8.6809  -6.9976  10.1061

Output
Orbital gap (hartree): 0.25903
Multiplicity: 1
M (g/mol): 1376.97
HOMO energy (hartree): -0.4646
Net charge: +1

Löwdin atomic charge list, values in e, 99 entries: -0.05 -0.31 -0.06 -0.13 -0.10 -0.08 0.06 -0.18 0.94 -0.17 -0.35 -0.15 -0.20 -0.68 -0.11 0.57 -0.36 0.70 0.06 -0.35 0.12 -0.09 -0.15 -0.20 -0.55 0.48 0.10 0.08 0.06 0.16 0.07 0.14 0.15 0.13 0.04 0.05 0.08 0.10 0.12 0.10 0.09 0.10 0.08 0.15 0.14 0.12 0.11 0.08 0.07 -0.05 -0.43 -0.30 0.10 0.09 0.14 0.09 0.04 -0.50 -0.27 0.10 0.10 0.13 0.15 0.15 0.14 0.16 0.18 -0.04 -0.43 -0.29 0.11 0.07 0.13 0.10 0.04 -0.50 -0.27 0.09 0.10 0.14 0.15 0.15 0.15 0.18 0.18 -0.04 -0.43 -0.30 0.09 0.09 0.13 0.11 0.04 -0.50 -0.27 0.10 0.09 0.13 0.11


[4]
This record from OMol25 describes a single H3NO3Si molecule in a non-equilibrium geometry. The level of theory is ωB97M-V/def2-TZVPD.

Geometry (Å):
O  -1.2627  -1.2156  0.3405
N  -1.4740  -0.0836  0.0493
O  -2.5094  0.4653  -0.1211
O  -0.3655  0.6825  -0.0904
Si  1.2426  0.1774  0.0050
H  1.2721  -1.0779  -1.0060
H  1.8184  1.4711  -0.6591
H  1.2785  -0.4192  1.4817

Output
Energy above the lowest of the compared OMol25 structures with the same formula, charge and spin (kcal per mole): 58.8
SMILES string: O=[N+]([O-])O[SiH3]
Orbital gap (hartree): 0.43109
Multiplicity: 1
M (g/mol): 93.11
HOMO energy (hartree): -0.4224

Taken from the Löwdin analysis, the atomic charges in e are: 0.07 -0.50 0.14 -0.29 0.65 -0.03 -0.02 -0.02


[5]
This record from OMol25 describes a gas-phase ion, C8H20FN4O (charge +1). The level of theory is ωB97M-V/def2-TZVPD.

Geometry (Å):
C  3.4548  -0.4641  0.9750
N  3.0667  -0.9506  -0.3451
C  2.4023  -0.0862  -1.2322
N  0.9792  0.3655  -0.8407
C  0.0426  -0.6981  -0.3772
F  -0.1469  -1.5119  -1.4346
C  -1.1931  0.0640  0.1421
C  -2.4911  -0.1803  -0.6402
C  -3.3917  -1.2470  -0.0016
N  -2.8411  -2.5911  0.0790
C  -0.7457  1.5547  0.2154
N  -1.1816  2.3244  1.3559
C  0.7827  1.4743  0.1904
O  1.3793  2.6402  -0.2309
H  4.2807  -1.0701  1.3598
H  2.6484  -0.4869  1.7244
H  3.8213  0.5652  0.8843
H  2.6857  -1.8869  -0.3316
H  2.2784  -0.5622  -2.2100
H  2.9638  0.8467  -1.3708
H  0.5790  0.7666  -1.6967
H  0.5488  -1.2447  0.4237
H  -1.3438  -0.2626  1.1838
H  -2.2578  -0.4920  -1.6686
H  -3.0472  0.7659  -0.7136
H  -3.6496  -0.9332  1.0181
H  -4.3340  -1.2844  -0.5636
H  -2.1837  -2.7147  0.8380
H  -2.4261  -2.9084  -0.7876
H  -1.0724  2.0972  -0.6838
H  -0.8869  1.9128  2.2347
H  -2.1881  2.4356  1.3794
H  1.1429  1.0995  1.1590
H  2.3242  2.6630  -0.0341

Output
Energy above the lowest of the compared OMol25 structures with the same formula, charge and spin (kcal per mole): 11.4
SMILES string: CNC[N@H+]1[C@H](F)[C@H](CCN)[C@@H](N)[C@@H]1O
Orbital gap (hartree): 0.35152
Multiplicity: 1
M (g/mol): 207.27
HOMO energy (hartree): -0.4494
Net charge: +1

Taken from the Löwdin analysis, the atomic charges in e are: -0.09 -0.08 -0.13 0.05 -0.26 0.08 -0.18 -0.14 -0.27 0.01 -0.30 0.09 -0.29 0.08 0.10 0.07 0.09 0.13 0.15 0.14 0.20 0.17 0.15 0.12 0.12 0.12 0.12 0.06 0.07 0.17 0.09 0.09 0.17 0.12


[6]
This record from OMol25 describes a molecular structure, C33H18Cl2MgN8. The level of theory is ωB97M-V/def2-TZVPD.

Geometry (Å):
Mg  -0.1173  -0.0535  -0.3707
C  0.3892  6.4511  -1.0132
C  0.2186  6.4520  0.3748
C  -0.0352  5.2788  1.0679
C  -0.1161  4.1064  0.3321
C  -0.3473  2.7126  0.7242
N  -0.5735  2.3297  1.9648
C  -0.7129  1.0613  2.3424
C  -1.1683  0.6554  3.6657
C  -1.5776  1.3790  4.7791
C  -1.9951  0.6665  5.8887
C  -2.0154  -0.7348  5.8874
C  -1.6186  -1.4574  4.7767
C  -1.1882  -0.7443  3.6644
C  -0.7447  -1.1604  2.3405
N  -0.6450  -2.4299  1.9575
C  -0.4278  -2.8164  0.7160
N  -0.3665  -2.0377  -0.4008
C  -0.1559  -2.8180  -1.4976
N  -0.0389  -2.4329  -2.7538
C  -0.0286  -1.1655  -3.1529
N  -0.0445  -0.0543  -2.3702
C  0.0057  1.0592  -3.1469
N  0.0369  2.3258  -2.7436
C  -0.0722  2.7112  -1.4873
N  -0.3208  1.9382  -0.3947
C  0.0555  4.1050  -1.0534
C  0.3114  5.2781  -1.7467
C  0.0558  0.6496  -4.5448
C  0.1221  1.3701  -5.7304
C  0.1658  0.6551  -6.9139
C  0.1438  -0.7458  -6.9177
C  0.0777  -1.4658  -5.7383
C  0.0341  -0.7503  -4.5486
C  -0.0889  -4.2162  -1.0688
C  0.1084  -5.3981  -1.7678
C  0.1305  -6.5762  -1.0400
C  -0.0387  -6.5752  0.3488
C  -0.2348  -5.3950  1.0472
C  -0.2588  -4.2157  0.3172
N  -0.4484  -0.0522  1.6097
H  0.5875  7.3870  -1.5194
H  0.2884  7.3882  0.9135
H  -0.1668  5.2675  2.1414
H  -1.5654  2.4606  4.7689
H  -2.3181  1.1957  6.7759
H  -2.3538  -1.2560  6.7736
H  -1.6381  -2.5389  4.7651
H  0.4449  5.2683  -2.8200
H  0.1377  2.4516  -5.7187
H  0.2179  1.1832  -7.8572
H  0.1791  -1.2699  -7.8640
H  0.0591  -2.5473  -5.7331
H  0.2387  -5.3900  -2.8415
H  0.2816  -7.5184  -1.5507
H  -0.0148  -7.5164  0.8829
H  -0.3669  -5.3825  2.1206
Cl  3.9106  2.3443  0.5499
C  4.0764  0.5963  0.4946
Cl  2.6409  -0.1860  -0.2200
H  4.1832  0.2121  1.5014
H  4.9143  0.3299  -0.1374

Output
Energy above the lowest of the compared OMol25 structures with the same formula, charge and spin (kcal per mole): 5.2
Orbital gap (spin up / spin down) (hartree): 0.18381 / 0.18363
Multiplicity: 1
M (g/mol): 621.77
HOMO energy (spin up / spin down) (hartree): -0.2338 / -0.2340

Taken from the Löwdin analysis, the atomic charges in e are: 0.52 -0.08 -0.08 -0.01 -0.10 -0.27 0.21 -0.26 -0.10 -0.01 -0.08 -0.08 -0.01 -0.10 -0.26 0.21 -0.27 0.08 -0.27 0.21 -0.26 0.08 -0.26 0.21 -0.27 0.09 -0.10 -0.01 -0.10 -0.01 -0.08 -0.08 -0.01 -0.10 -0.10 -0.01 -0.08 -0.08 -0.01 -0.10 0.09 0.10 0.10 0.11 0.11 0.10 0.10 0.11 0.11 0.11 0.10 0.10 0.11 0.11 0.10 0.10 0.11 0.55 -0.96 0.60 0.03 0.03


[7]
This record from OMol25 describes 2 unconnected molecules or ions with the total composition H3NO2Si in a non-equilibrium geometry. The level of theory is ωB97M-V/def2-TZVPD.

Geometry (Å):
O  0.0014  1.6999  -0.2562
Si  1.2554  0.9223  -0.4375
H  1.1876  -0.3431  0.2109
H  2.3455  1.4352  -1.3312
N  -1.2244  -1.3029  0.8050
O  -2.0450  -2.1216  0.5022
H  -1.5206  -0.2898  0.5069

Output
Energy above the lowest of the compared OMol25 structures with the same formula, charge and spin (kcal per mole): 17.7
SMILES string: O=[SiH2].N=O
Orbital gap (hartree): 0.32150
Multiplicity: 1
M (g/mol): 77.11
HOMO energy (hartree): -0.3424

Taken from the Löwdin analysis, the atomic charges in e are: -0.46 0.61 -0.09 -0.06 -0.01 -0.06 0.07


[8]
This record from OMol25 describes a single C13H12O2S molecule. The level of theory is ωB97M-V/def2-TZVPD.

Geometry (Å):
O  0.1505  0.7538  -3.3875
C  -0.1168  0.5932  -2.2193
C  0.8972  0.1705  -1.2154
C  0.7853  0.5270  0.0698
C  1.7862  0.1402  1.1247
C  1.8261  -1.3755  1.3630
C  3.1160  -1.8273  2.0580
S  3.4559  -3.5569  1.5956
C  -0.3746  1.3936  0.4642
O  -0.2932  2.1843  1.3765
C  -1.6174  1.2197  -0.3425
C  -2.8756  1.4460  0.2007
C  -4.0030  1.2387  -0.5838
C  -3.8770  0.8338  -1.9094
C  -2.6178  0.6364  -2.4640
C  -1.4906  0.8183  -1.6743
H  1.7465  -0.4109  -1.5592
H  1.5341  0.6568  2.0521
H  2.7723  0.5055  0.8273
H  1.7212  -1.9084  0.4154
H  0.9613  -1.6536  1.9694
H  3.0076  -1.7724  3.1388
H  3.9486  -1.2084  1.7322
H  4.7529  -3.5892  1.9187
H  -2.9675  1.7765  1.2270
H  -4.9852  1.3994  -0.1582
H  -4.7535  0.6707  -2.5231
H  -2.4897  0.3382  -3.4966

Output
Energy above the lowest of the compared OMol25 structures with the same formula, charge and spin (kcal per mole): 0.0
SMILES string: O=C1C=C(CCCS)C(=O)c2ccccc21
Orbital gap (hartree): 0.30485
Multiplicity: 1
M (g/mol): 232.30
HOMO energy (hartree): -0.3393

Taken from the Löwdin analysis, the atomic charges in e are: 0.12 -0.33 0.07 -0.13 -0.14 -0.28 -0.56 0.69 -0.29 0.13 -0.09 0.00 -0.06 -0.06 0.00 -0.10 0.14 0.12 0.13 0.08 0.12 0.07 0.07 -0.16 0.12 0.11 0.11 0.12